{"formula": "C3H8N3", "method": "ωB97M-V/def2-TZVPD", "e_above_lowest_kj_mol": 394.2, "energy_ha": -283.0136, "homo_lumo_gap_ev": 11.68, "total_charge": 1, "e_lumo_ev": -3.36, "symbols": ["N", "C", "N", "C", "C", "N", "H", "H", "H", "H", "H", "H", "H", "H"], "coordinates": [[-1.78, -0.44, -0.49], [-0.77, -0.08, 0.26], [0.72, 0.45, -0.53], [1.86, 1.13, 0.26], [1.68, 1.02, 1.67], [2.48, 0.18, 1.18], [-2.46, 0.08, -1.05], [-1.54, -1.29, -1.03], [-1.04, 0.72, 0.99], [-0.32, -0.93, 0.82], [0.37, 1.24, -1.07], [1.02, -0.24, -1.16], [2.29, 1.91, -0.28], [1.11, 1.08, 2.55]]}